Entry 1:
Entry from the OMol25 dataset: C3H4O2 in the gas phase (ωB97M-V with the def2-TZVPD basis set).

As for the charge: 0. Its HOMO energy is -8.8 eV. The SMILES is C[C@]12O[C@H]1O2. The multiplicity is 1. The value obtained for the HOMO-LUMO gap is 9.77 eV. The relative energy (zero: lowest compared OMol25 entry of this formula, charge and spin) is 109.1 kcal/mol. The electronic energy is -267.018901 Ha.

XYZ file:
```
9
C3H4O2 | the OMol25 dataset | ωB97M-V with the def2-TZVPD basis set
C 0.596 0.046 -0.513
C -0.973 -0.107 -0.222
O -2.040 0.328 -1.151
C -2.104 0.599 0.211
O -1.721 -0.765 0.753
H 1.055 -0.115 0.523
H 0.805 1.026 -1.001
H 0.820 -0.808 -1.166
H -2.854 1.314 0.548
```

Entry 2:
Entry from the OMol25 dataset: a molecular structure, C31H37AsF6InN7O6S5 (ωB97M-V with the def2-TZVPD basis set).

As for the charge: +2. Its HOMO energy is -12.4 eV. The multiplicity is 1. The value obtained for the HOMO-LUMO gap is 7.35 eV. The relative energy (zero: lowest compared OMol25 entry of this formula, charge and spin) is 34.0 kcal/mol. The electronic energy is -7053.821115 Ha.

XYZ file:
```
94
C31H37AsF6InN7O6S5 | the OMol25 dataset | ωB97M-V with the def2-TZVPD basis set
In 0.128 -0.093 0.184
C -2.798 -3.082 2.163
C -2.079 -1.816 1.825
N -0.828 -1.615 1.948
N 0.064 -2.516 2.372
C 1.364 -2.166 2.423
N 2.253 -3.036 2.897
S 1.875 -0.614 1.962
C -2.812 -0.652 1.307
C -4.100 -0.365 1.746
C -4.744 0.767 1.267
C -4.102 1.532 0.313
C -2.824 1.166 -0.093
N -2.183 0.134 0.427
H -2.874 -3.207 3.245
H -2.261 -3.942 1.761
H -3.799 -3.080 1.743
H -0.210 -3.482 2.557
H 2.006 -3.944 3.258
H 3.215 -2.740 2.962
H -4.576 -0.993 2.483
H -5.728 1.029 1.624
H -4.575 2.391 -0.134
H -2.301 1.733 -0.847
F 1.536 3.320 3.307
C 1.116 3.972 2.230
F 0.042 4.675 2.532
F 2.071 4.778 1.808
S 0.737 2.695 0.927
O -0.359 1.913 1.453
O 1.923 1.909 0.742
N 0.364 3.509 -0.352
S 0.543 2.609 -1.624
O -0.253 1.392 -1.498
O 1.862 2.415 -2.106
C -0.461 3.559 -2.898
F -1.691 3.712 -2.417
F 0.041 4.744 -3.178
F -0.553 2.847 -4.020
C 1.075 -3.671 -2.730
As -0.357 -2.448 -2.192
C -1.990 -3.504 -2.282
C -0.529 -0.969 -3.417
O -0.178 -2.050 -0.585
H 0.673 -4.417 -3.419
H 1.455 -4.165 -1.836
H 1.883 -3.128 -3.216
H -2.140 -3.877 -3.296
H -2.825 -2.861 -1.998
H -1.918 -4.345 -1.592
H -0.530 -1.343 -4.442
H 0.298 -0.283 -3.254
H -1.464 -0.457 -3.183
O 1.914 -0.357 -1.209
S 3.264 0.297 -0.909
C 4.256 -1.128 -0.347
C 4.294 -2.313 -1.060
C 5.053 -3.374 -0.594
C 5.775 -3.244 0.582
C 5.734 -2.056 1.297
C 4.974 -0.993 0.833
C 4.036 0.398 -2.528
C 5.201 1.142 -2.607
C 5.834 1.277 -3.830
C 5.295 0.678 -4.957
C 4.123 -0.054 -4.869
C 3.487 -0.198 -3.647
H 3.742 -2.395 -1.982
H 5.100 -4.292 -1.159
H 6.370 -4.069 0.942
H 6.308 -1.957 2.206
H 4.937 -0.063 1.380
H 5.592 1.615 -1.721
H 6.740 1.856 -3.903
H 5.783 0.797 -5.910
H 3.700 -0.507 -5.751
H 2.564 -0.753 -3.556
C -5.907 -0.735 -6.911
C -5.384 0.127 -5.820
C -5.189 1.478 -5.935
C -4.671 2.183 -4.822
N -4.338 1.569 -3.710
C -4.512 0.254 -3.595
S -4.090 -0.581 -2.222
N -5.057 -0.457 -4.645
C -4.482 3.652 -4.900
H -6.296 -0.127 -7.722
H -6.696 -1.393 -6.552
H -5.103 -1.357 -7.305
H -5.441 1.998 -6.843
H -5.233 -1.444 -4.492
H -5.389 4.122 -5.274
H -3.682 3.879 -5.604
H -4.233 4.059 -3.926
```

Entry 3:
Entry from the OMol25 dataset: 11 unconnected molecules or ions with the total composition C6H36N2O10 (ωB97M-V with the def2-TZVPD basis set).

As for the charge: 0. Its HOMO energy is -8.8 eV. The SMILES is CCC[C@H](C)NCN.O.O.O.O.O.O.O.O.O.O. The multiplicity is 1. The value obtained for the HOMO-LUMO gap is 8.95 eV. The relative energy (zero: lowest compared OMol25 entry of this formula, charge and spin) is 124.9 kcal/mol. The electronic energy is -1111.967054 Ha.

XYZ file:
```
54
C6H36N2O10 | the OMol25 dataset | ωB97M-V with the def2-TZVPD basis set
C -2.323 1.596 -3.098
C -1.679 1.125 -1.848
C -1.224 2.297 -0.951
C -0.736 1.666 0.289
C -0.935 2.644 1.623
N 0.525 0.955 0.396
C 1.574 1.351 1.475
N 2.645 0.362 1.395
H -1.725 2.221 -3.789
H -2.716 0.769 -3.718
H -3.227 2.174 -2.887
H -2.500 0.712 -1.242
H -0.950 0.265 -1.915
H -2.034 3.133 -1.011
H -0.389 2.815 -1.405
H -1.483 0.821 0.571
H -1.924 3.169 1.740
H -0.827 2.007 2.463
H -0.219 3.350 1.439
H 1.142 0.904 -0.400
H 1.394 1.553 2.523
H 2.161 2.184 1.004
H 2.292 -0.659 1.348
H 3.242 0.694 0.648
O 2.552 0.044 -1.983
H 2.460 -0.642 -2.691
H 2.631 -0.479 -1.176
O -1.217 -2.747 2.877
H -1.489 -2.000 2.409
H -1.608 -3.556 2.442
O -2.775 -1.314 1.006
H -2.767 -0.504 1.773
H -3.645 -1.304 0.630
O 1.969 2.635 -2.282
H 2.548 1.775 -2.153
H 1.089 2.354 -2.679
O 0.155 -2.038 0.637
H -0.166 -1.235 0.291
H -0.225 -2.212 1.612
O 2.650 -2.542 -3.192
H 3.147 -2.882 -2.459
H 1.765 -2.902 -3.260
O -0.183 -2.397 -2.191
H -0.527 -1.595 -1.714
H 0.039 -3.085 -1.451
O 0.447 -0.301 3.529
H 0.646 -0.538 2.628
H 0.362 -1.092 4.230
O -2.185 -0.147 3.226
H -2.437 0.846 3.093
H -1.261 -0.019 3.216
O 2.735 -3.485 -0.674
H 3.006 -4.022 -0.002
H 2.199 -2.726 -0.345
```

Entry 4:
Entry from the OMol25 dataset: a molecular structure, C22H37B2N7S3V (ωB97M-V with the def2-TZVPD basis set).

As for the charge: +2. Its HOMO energy (alpha / beta) is -14.8 / -14.9 eV. The multiplicity is 2. The value obtained for the HOMO-LUMO gap (alpha / beta) is 6.40 / 7.38 eV. The electronic energy is -3431.690297 Ha.

XYZ file:
```
72
C22H37B2N7S3V | the OMol25 dataset | ωB97M-V with the def2-TZVPD basis set
V 1.280 0.274 -0.263
C 2.010 -4.666 -1.141
C 0.752 -4.484 -1.980
C 1.066 -3.815 -3.314
C 0.077 -5.824 -2.268
N -0.216 -3.650 -1.138
C -1.075 -4.244 -0.238
C -1.764 -3.265 0.385
N -1.329 -2.056 -0.107
B -2.006 -0.751 0.418
N -1.370 -0.162 1.718
C -2.139 0.684 2.480
C -1.359 1.179 3.467
N -0.102 0.634 3.328
C -0.133 -0.163 2.247
S 1.198 -1.042 1.517
C 1.013 1.020 4.300
C 1.316 2.492 4.044
C 0.479 0.783 5.711
C 2.270 0.186 4.104
N -2.143 0.320 -0.708
C -3.132 0.157 -1.652
C -3.059 1.189 -2.520
N -2.016 1.997 -2.122
C -1.474 1.442 -1.023
S -0.099 2.077 -0.143
C -1.617 3.288 -2.829
C -0.207 3.124 -3.392
C -2.588 3.521 -3.980
C -1.734 4.442 -1.840
C -0.378 -2.321 -1.021
S 0.599 -1.123 -1.854
H 2.720 -5.285 -1.690
H 2.489 -3.707 -0.936
H 1.790 -5.164 -0.197
H 1.567 -4.559 -3.932
H 0.163 -3.506 -3.842
H 1.746 -2.975 -3.224
H 0.712 -6.372 -2.961
H -0.027 -6.451 -1.385
H -0.898 -5.692 -2.737
H -1.140 -5.308 -0.131
H -2.546 -3.323 1.121
H -3.119 -1.067 0.714
H -3.181 0.844 2.270
H -1.601 1.852 4.267
H 0.454 3.130 4.235
H 2.118 2.808 4.710
H 1.654 2.651 3.018
H -0.382 1.403 5.950
H 0.214 -0.264 5.861
H 1.263 1.039 6.421
H 2.781 0.400 3.168
H 2.953 0.461 4.908
H 2.081 -0.884 4.191
H -3.825 -0.664 -1.606
H -3.676 1.421 -3.365
H -0.150 2.249 -4.041
H 0.027 4.001 -3.996
H 0.550 3.052 -2.616
H -2.534 2.734 -4.732
H -3.616 3.638 -3.639
H -2.300 4.452 -4.465
H -1.020 4.377 -1.022
H -1.531 5.373 -2.370
H -2.743 4.504 -1.431
B 4.890 2.566 0.765
C 3.794 1.723 0.170
N 2.928 1.059 -0.290
H 5.915 2.182 0.269
H 4.569 3.686 0.434
H 4.787 2.371 1.954
```